{
  "formula": "C75H161N11O11",
  "method": "ωB97M-V/def2-TZVPD",
  "multiplicity": 1,
  "molar_mass_g_mol": 1393.2,
  "lumo_energy_ev": 0.04,
  "total_energy_ev": -119292.73970,
  "charge": 0,
  "symbols": ["C", "C", "C", "C", "C", "C", "C", "C", "C", "N", "O", "H", "H", "H", "H", "H", "H", "H", "H", "H", "H", "H", "H", "H", "H", "H", "H", "H", "H", "H", "C", "C", "C", "C", "C", "C", "C", "C", "C", "N", "O", "H", "H", "H", "H", "H", "H", "H", "H", "H", "H", "H", "H", "H", "H", "H", "H", "H", "H", "H", "C", "C", "C", "C", "C", "C", "C", "C", "C", "N", "O", "H", "H", "H", "H", "H", "H", "H", "H", "H", "H", "H", "H", "H", "H", "H", "H", "H", "H", "H", "C", "C", "C", "C", "C", "C", "C", "C", "C", "N", "O", "H", "H", "H", "H", "H", "H", "H", "H", "H", "H", "H", "H", "H", "H", "H", "H", "H", "H", "H", "C", "C", "C", "C", "C", "C", "C", "C", "C", "N", "O", "H", "H", "H", "H", "H", "H", "H", "H", "H", "H", "H", "H", "H", "H", "H", "H", "H", "H", "H", "C", "C", "C", "C", "C", "C", "C", "C", "C", "N", "O", "H", "H", "H", "H", "H", "H", "H", "H", "H", "H", "H", "H", "H", "H", "H", "H", "H", "H", "H", "C", "C", "C", "C", "C", "C", "C", "C", "C", "N", "O", "H", "H", "H", "H", "H", "H", "H", "H", "H", "H", "H", "H", "H", "H", "H", "H", "H", "H", "H", "C", "N", "C", "C", "O", "H", "H", "H", "H", "H", "H", "H", "C", "N", "C", "C", "O", "H", "H", "H", "H", "H", "H", "H", "C", "N", "C", "C", "O", "H", "H", "H", "H", "H", "H", "H", "C", "N", "C", "C", "O", "H", "H", "H", "H", "H", "H", "H"],
  "positions_angstrom": [[5.304, 6.568, 1.951], [3.878, 6.320, 1.460], [2.928, 7.364, 2.012], [3.939, 6.273, -0.087], [4.748, 5.042, -0.579], [4.099, 3.696, -0.094], [3.887, 3.679, 1.438], [2.932, 2.513, 1.740], [5.276, 3.303, 1.950], [3.350, 4.970, 1.891], [3.355, 5.022, 3.354], [5.338, 6.787, 2.994], [5.877, 5.694, 1.715], [5.794, 7.439, 1.502], [1.933, 7.285, 1.554], [2.849, 7.399, 3.104], [3.241, 8.341, 1.708], [2.926, 6.429, -0.545], [4.596, 7.133, -0.315], [4.667, 5.138, -1.635], [5.800, 5.262, -0.332], [4.782, 2.884, -0.384], [3.186, 3.572, -0.669], [3.243, 1.516, 1.404], [1.935, 2.649, 1.306], [2.693, 2.456, 2.786], [6.006, 3.730, 1.258], [5.324, 2.239, 1.877], [5.480, 3.643, 2.938], [4.280, 5.145, 3.651], [0.913, 0.554, -8.040], [-0.533, 0.851, -7.545], [-1.459, 0.143, -8.539], [-0.672, 0.360, -6.099], [-0.109, 1.298, -5.020], [-0.576, 2.709, -5.196], [-0.359, 3.200, -6.628], [-0.939, 4.543, -6.885], [1.207, 3.300, -6.763], [-0.934, 2.270, -7.610], [-0.629, 2.709, -8.976], [0.936, -0.526, -8.431], [1.248, 1.168, -8.867], [1.750, 0.729, -7.382], [-1.343, 0.448, -9.577], [-1.293, -0.952, -8.460], [-2.520, 0.299, -8.420], [-1.713, 0.176, -5.854], [-0.273, -0.633, -5.967], [-0.539, 0.884, -4.141], [0.969, 1.179, -4.928], [-0.037, 3.394, -4.511], [-1.663, 2.749, -4.944], [-0.656, 5.239, -6.069], [-2.033, 4.558, -7.007], [-0.593, 5.021, -7.793], [1.595, 3.406, -7.802], [1.829, 2.524, -6.248], [1.519, 4.285, -6.381], [-1.529, 2.886, -9.314], [6.928, -1.565, -2.049], [5.990, -1.353, -0.907], [6.386, -0.060, -0.190], [4.517, -1.250, -1.438], [3.413, -1.285, -0.395], [3.597, -2.516, 0.505], [5.010, -2.659, 1.119], [5.186, -1.598, 2.226], [5.145, -4.103, 1.646], [6.027, -2.577, -0.057], [7.393, -2.429, 0.500], [6.649, -0.786, -2.820], [7.937, -1.273, -1.762], [6.979, -2.555, -2.494], [7.214, -0.204, 0.458], [6.665, 0.782, -0.881], [5.527, 0.351, 0.385], [4.451, -0.294, -2.026], [4.387, -2.122, -2.135], [3.390, -0.353, 0.137], [2.373, -1.376, -0.759], [3.541, -3.376, -0.146], [2.846, -2.586, 1.242], [4.731, -2.063, 3.111], [4.633, -0.671, 2.054], [6.232, -1.364, 2.408], [5.428, -4.768, 0.795], [4.252, -4.465, 2.146], [5.924, -4.153, 2.411], [7.760, -3.338, 0.516], [-7.861, 3.183, -3.943], [-6.352, 2.936, -4.184], [-6.235, 1.981, -5.411], [-5.738, 4.296, -4.539], [-4.217, 4.367, -4.349], [-3.807, 3.824, -2.961], [-4.305, 2.415, -2.677], [-3.556, 1.342, -3.559], [-4.072, 1.971, -1.258], [-5.760, 2.492, -2.937], [-6.471, 1.241, -2.590], [-8.093, 3.373, -2.906], [-8.178, 3.942, -4.647], [-8.485, 2.248, -4.143], [-6.570, 0.977, -5.147], [-6.789, 2.408, -6.236], [-5.230, 1.891, -5.835], [-6.003, 4.672, -5.525], [-6.197, 5.048, -3.849], [-3.652, 3.819, -5.092], [-3.883, 5.414, -4.534], [-4.190, 4.333, -2.082], [-2.706, 3.744, -2.923], [-3.900, 0.357, -3.291], [-2.509, 1.433, -3.312], [-3.737, 1.438, -4.607], [-4.660, 2.728, -0.727], [-2.967, 2.085, -1.064], [-4.392, 0.965, -1.030], [-6.226, 0.586, -3.241], [-3.523, 1.241, 2.762], [-3.822, -0.250, 2.774], [-5.131, -0.529, 3.528], [-3.984, -0.664, 1.312], [-3.954, -2.182, 1.153], [-2.674, -2.769, 1.659], [-2.531, -2.458, 3.112], [-3.491, -3.348, 3.923], [-1.135, -2.896, 3.444], [-2.584, -0.934, 3.301], [-2.526, -0.624, 4.650], [-4.216, 1.828, 2.107], [-3.613, 1.604, 3.798], [-2.461, 1.392, 2.445], [-4.916, -0.634, 4.596], [-5.914, 0.262, 3.394], [-5.593, -1.415, 3.203], [-4.942, -0.190, 1.029], [-3.135, -0.209, 0.776], [-4.844, -2.656, 1.567], [-4.065, -2.383, 0.094], [-1.858, -2.279, 1.168], [-2.472, -3.854, 1.563], [-3.217, -4.390, 3.887], [-4.517, -3.242, 3.541], [-3.533, -3.008, 4.967], [-0.421, -2.479, 2.706], [-1.068, -3.947, 3.280], [-0.763, -2.583, 4.456], [-1.867, 0.075, 4.680], [0.682, -5.559, -3.194], [0.655, -4.092, -3.468], [1.904, -3.447, -2.889], [0.612, -3.952, -4.946], [-0.747, -4.355, -5.526], [-1.842, -3.618, -4.797], [-1.826, -3.602, -3.315], [-2.700, -2.491, -2.788], [-2.417, -4.955, -2.744], [-0.466, -3.285, -2.871], [-0.459, -3.621, -1.466], [0.316, -5.902, -2.241], [0.209, -6.151, -3.961], [1.720, -5.899, -3.181], [1.664, -2.382, -2.801], [2.006, -3.967, -1.919], [2.857, -3.552, -3.384], [0.839, -2.930, -5.242], [1.354, -4.493, -5.506], [-0.726, -4.028, -6.591], [-0.976, -5.435, -5.528], [-2.856, -3.844, -5.154], [-1.697, -2.567, -5.149], [-3.670, -2.553, -3.216], [-2.142, -1.608, -3.062], [-2.819, -2.468, -1.696], [-1.775, -5.835, -3.060], [-3.458, -5.124, -3.065], [-2.517, -4.903, -1.656], [-0.133, -2.826, -1.076], [-1.737, -2.987, 7.566], [-0.257, -3.320, 7.566], [0.193, -3.368, 9.062], [-0.101, -4.677, 6.784], [1.295, -5.016, 6.338], [1.904, -3.814, 5.631], [1.839, -2.537, 6.388], [2.749, -2.679, 7.631], [2.346, -1.376, 5.536], [0.397, -2.271, 6.691], [0.344, -1.096, 7.526], [-2.198, -3.907, 7.984], [-2.004, -2.168, 8.276], [-2.122, -2.822, 6.551], [1.043, -4.045, 9.140], [0.454, -2.416, 9.469], [-0.588, -3.909, 9.634], [-0.549, -5.481, 7.384], [-0.746, -4.596, 5.929], [2.020, -5.455, 7.014], [1.209, -5.727, 5.531], [1.272, -3.646, 4.709], [2.955, -3.945, 5.264], [2.374, -2.075, 8.447], [3.736, -2.323, 7.354], [2.774, -3.678, 8.021], [2.050, -0.489, 6.087], [1.730, -1.402, 4.625], [3.447, -1.457, 5.342], [-0.085, -0.443, 6.975], [0.564, -0.128, 2.466], [0.026, 0.237, 1.182], [-0.043, -0.540, 0.114], [-0.614, 0.114, -1.159], [0.310, -1.715, 0.102], [1.452, -0.801, 2.397], [-0.283, -0.424, 3.078], [1.030, 0.789, 2.758], [-0.456, 1.149, 1.042], [0.100, 0.659, -1.767], [-1.323, 0.897, -0.917], [-1.133, -0.633, -1.771], [0.133, 4.485, 4.199], [-0.441, 3.106, 4.279], [-0.184, 2.295, 5.304], [0.509, 2.821, 6.537], [-0.546, 1.120, 5.286], [-0.308, 5.079, 5.053], [-0.233, 4.906, 3.292], [1.218, 4.412, 4.138], [-0.790, 2.552, 3.502], [0.825, 2.087, 7.233], [-0.139, 3.496, 7.060], [1.413, 3.391, 6.422], [0.784, -4.725, 1.394], [-0.411, -5.389, 0.753], [-0.766, -6.603, 1.225], [-1.786, -7.377, 0.349], [-0.184, -7.075, 2.201], [0.647, -4.722, 2.470], [0.908, -3.708, 1.032], [1.678, -5.299, 1.182], [-0.805, -5.125, -0.145], [-1.497, -7.063, -0.677], [-2.816, -7.230, 0.621], [-1.447, -8.412, 0.462], [-3.419, 4.835, 1.557], [-2.405, 5.060, 0.551], [-1.350, 4.185, 0.347], [-0.416, 4.460, -0.806], [-1.284, 3.197, 1.094], [-3.143, 5.400, 2.454], [-3.487, 3.768, 1.785], [-4.379, 5.151, 1.165], [-2.495, 5.895, 0.015], [-0.391, 5.554, -0.954], [-0.776, 3.960, -1.700], [0.604, 4.237, -0.600]],
  "lowdin_charge": [-0.031, -0.511, -0.035, -0.129, -0.155, -0.111, -0.501, -0.030, -0.022, -0.029, -0.071, 0.074, 0.054, 0.101, 0.084, 0.086, 0.074, 0.127, 0.115, 0.092, 0.109, 0.113, 0.106, 0.070, 0.074, 0.070, 0.078, 0.067, 0.073, 0.083, -0.038, -0.493, -0.047, -0.113, -0.180, -0.137, -0.521, -0.054, -0.035, -0.067, -0.045, 0.109, 0.069, 0.058, 0.079, 0.090, 0.073, 0.108, 0.103, 0.068, 0.110, 0.132, 0.100, 0.097, 0.087, 0.079, 0.092, 0.078, 0.079, 0.114, -0.058, -0.543, -0.040, -0.120, -0.178, -0.134, -0.457, -0.021, -0.037, -0.026, -0.076, 0.103, 0.077, 0.087, 0.065, 0.102, 0.056, 0.130, 0.116, 0.074, 0.086, 0.107, 0.087, 0.077, 0.060, 0.078, 0.098, 0.073, 0.077, 0.111, -0.038, -0.526, -0.023, -0.140, -0.155, -0.124, -0.515, -0.009, -0.025, -0.050, -0.018, 0.080, 0.076, 0.101, 0.078, 0.083, 0.067, 0.117, 0.131, 0.079, 0.121, 0.112, 0.102, 0.071, 0.059, 0.050, 0.095, 0.084, 0.071, 0.062, -0.046, -0.511, -0.021, -0.133, -0.166, -0.149, -0.483, -0.005, -0.059, -0.058, -0.040, 0.088, 0.093, 0.068, 0.087, 0.102, 0.042, 0.128, 0.110, 0.105, 0.088, 0.096, 0.132, 0.086, 0.067, 0.074, 0.068, 0.062, 0.088, 0.034, -0.038, -0.525, -0.026, -0.152, -0.172, -0.162, -0.529, -0.034, -0.008, -0.017, -0.070, 0.070, 0.071, 0.099, 0.091, 0.089, 0.084, 0.116, 0.123, 0.120, 0.111, 0.130, 0.118, 0.083, 0.057, 0.078, 0.084, 0.088, 0.062, 0.011, -0.049, -0.478, -0.027, -0.116, -0.175, -0.163, -0.538, -0.018, -0.018, -0.039, -0.057, 0.089, 0.099, 0.059, 0.065, 0.065, 0.091, 0.125, 0.100, 0.106, 0.107, 0.114, 0.140, 0.071, 0.080, 0.059, 0.072, 0.068, 0.094, 0.064, -0.052, 0.057, -0.509, 0.039, -0.013, 0.102, 0.060, 0.053, 0.111, 0.080, 0.042, 0.057, -0.028, 0.054, -0.516, 0.017, 0.008, 0.108, 0.056, 0.062, 0.109, 0.069, 0.084, 0.076, -0.038, 0.034, -0.552, 0.015, 0.012, 0.054, 0.047, 0.081, 0.078, 0.064, 0.070, 0.081, -0.061, 0.012, -0.488, 0.025, -0.015, 0.089, 0.053, 0.085, 0.121, 0.090, 0.066, 0.055]
}